1.
{
  "formula": "C13H16B3F20LiO7",
  "method": "the ωB97M-V functional and the def2-TZVPD basis",
  "total_charge": -2,
  "mol_weight_da": 703.6,
  "e_tot_ev": -84675.0743,
  "max_force_ev_per_a": 5.1,
  "species": ["Li", "B", "F", "F", "F", "F", "B", "F", "F", "F", "F", "B", "F", "F", "F", "F", "C", "C", "C", "O", "C", "O", "O", "H", "H", "H", "H", "H", "H", "C", "C", "C", "O", "C", "O", "O", "H", "H", "H", "H", "H", "H", "C", "C", "C", "F", "F", "F", "F", "O", "C", "C", "F", "F", "F", "F", "H", "H", "H", "H"],
  "coordinates": [[-0.35, -3.03, -2.18], [-3.20, -7.31, 0.12], [-1.85, -7.32, 0.54], [-3.41, -6.46, -0.99], [-3.71, -8.52, -0.14], [-3.85, -6.73, 1.22], [-0.12, -2.83, -6.30], [0.69, -3.80, -6.81], [0.66, -2.06, -5.52], [-0.73, -2.12, -7.24], [-1.01, -3.52, -5.52], [3.71, -6.09, -2.23], [4.35, -6.60, -1.12], [3.52, -7.09, -3.04], [2.45, -5.58, -1.81], [4.36, -5.11, -2.97], [6.95, 0.31, 1.94], [6.08, -0.23, 0.72], [4.58, -0.21, 0.90], [4.10, 0.07, -0.37], [5.00, 0.73, -0.95], [4.76, 1.33, -1.94], [6.12, 0.81, -0.25], [6.78, 1.39, 2.04], [7.96, -0.02, 1.71], [6.74, -0.27, 2.83], [6.33, -1.20, 0.28], [4.19, 0.40, 1.72], [4.38, -1.23, 1.25], [-0.91, 0.89, 7.31], [-2.02, 1.26, 6.32], [-1.90, 2.51, 5.35], [-1.38, 1.79, 4.19], [-1.57, 0.51, 4.22], [-1.36, -0.30, 3.34], [-1.97, 0.18, 5.40], [0.02, 0.71, 6.77], [-1.03, -0.13, 7.67], [-0.77, 1.59, 8.14], [-2.95, 1.44, 6.85], [-1.12, 3.12, 5.79], [-2.73, 3.08, 4.93], [-3.70, 3.39, -2.17], [-3.63, 2.12, -2.92], [-4.73, 1.02, -2.65], [-4.82, 0.71, -1.36], [-5.93, 1.42, -3.12], [-3.37, 2.37, -4.17], [-2.46, 1.55, -2.63], [-2.49, 4.15, -2.15], [-2.52, 5.53, -1.97], [-1.10, 5.99, -2.11], [-0.89, 7.32, -2.01], [-0.22, 5.23, -1.43], [-3.34, 5.95, -2.92], [-3.03, 5.79, -0.81], [-3.84, 3.13, -1.12], [-4.49, 4.11, -2.38], [-4.47, 0.06, -3.08], [-0.80, 5.81, -3.14]],
  "mulliken_charge": [1.017, 0.619, -0.414, -0.435, -0.353, -0.421, 0.583, -0.400, -0.392, -0.370, -0.426, 0.611, -0.414, -0.335, -0.435, -0.432, -1.276, 0.249, -0.543, -0.242, 0.645, -0.599, -0.342, 0.331, 0.334, 0.381, 0.406, 0.299, 0.355, -1.296, 0.309, -0.348, -0.362, 0.745, -0.582, -0.367, 0.327, 0.363, 0.364, 0.300, 0.242, 0.305, -0.946, 1.060, 0.089, -0.241, -0.266, -0.292, -0.299, -0.441, 0.963, 0.202, -0.271, -0.212, -0.290, -0.282, 0.317, 0.432, 0.287, 0.189]
}

=====

2.
{
  "formula": "C3H11N5",
  "method": "the ωB97M-V functional and the def2-TZVPD basis",
  "total_charge": 2,
  "relative_energy_ev": 1.513,
  "mol_weight_da": 117.2,
  "smiles": "[H]/N=N/C=[N+](/C)NC[NH3+]",
  "max_force_ev_per_a": 3.3,
  "species": ["H", "N", "N", "C", "N", "C", "N", "C", "N", "H", "H", "H", "H", "H", "H", "H", "H", "H", "H"],
  "coordinates": [[1.91, -2.56, -0.81], [1.45, -1.88, -0.18], [0.26, -2.08, -0.05], [-0.78, -1.47, 0.40], [-1.14, -0.24, 0.03], [-2.50, 0.20, -0.03], [-0.11, 0.58, -0.66], [0.75, 1.33, 0.21], [2.14, 0.74, 0.16], [-1.50, -2.06, 0.96], [-2.55, 1.27, 0.16], [-2.96, 0.01, -1.01], [-3.09, -0.33, 0.72], [-0.54, 1.10, -1.43], [0.82, 2.37, -0.11], [0.41, 1.29, 1.25], [2.71, 1.06, 0.96], [2.64, 1.01, -0.70], [2.07, -0.33, 0.16]],
  "mulliken_charge": [0.282, -0.248, 0.039, 0.106, 0.167, -0.861, -0.409, -0.570, -0.211, 0.394, 0.353, 0.380, 0.335, 0.320, 0.429, 0.402, 0.399, 0.391, 0.302]
}

=====

3.
{
  "formula": "C13H26Cl6O20S5",
  "method": "the ωB97M-V functional and the def2-TZVPD basis",
  "total_charge": 0,
  "mol_weight_da": 875.4,
  "e_tot_ev": -184157.4122,
  "max_force_ev_per_a": 3.4,
  "species": ["C", "Cl", "Cl", "H", "H", "C", "Cl", "Cl", "H", "H", "C", "Cl", "Cl", "H", "H", "C", "C", "O", "S", "O", "O", "O", "H", "H", "H", "H", "C", "C", "O", "S", "O", "O", "O", "H", "H", "H", "H", "C", "C", "O", "S", "O", "O", "O", "H", "H", "H", "H", "C", "C", "O", "S", "O", "O", "O", "H", "H", "H", "H", "C", "C", "O", "S", "O", "O", "O", "H", "H", "H", "H"],
  "coordinates": [[4.08, 1.67, -1.72], [5.67, 0.93, -1.87], [3.34, 1.69, -3.35], [3.52, 1.05, -1.08], [4.21, 2.72, -1.50], [-2.24, -2.43, 0.57], [-3.88, -2.39, 1.34], [-1.62, -0.72, 0.38], [-1.49, -2.91, 1.21], [-2.36, -2.84, -0.38], [0.26, 0.80, -2.12], [0.90, 2.03, -0.92], [-1.15, 1.44, -3.00], [1.11, 0.64, -2.78], [0.03, -0.11, -1.51], [-1.58, 4.62, -0.92], [-1.69, 3.63, 0.27], [-3.08, 3.83, 0.64], [-3.31, 5.39, 0.70], [-2.61, 5.96, 1.82], [-4.68, 5.73, 0.62], [-2.49, 5.77, -0.61], [-2.11, 4.16, -1.79], [-0.59, 4.97, -1.13], [-1.10, 3.91, 1.14], [-1.44, 2.57, 0.12], [4.82, -1.87, 2.52], [5.01, -2.89, 1.41], [3.74, -2.90, 0.77], [2.91, -1.51, 1.02], [1.81, -1.78, 1.85], [2.65, -0.84, -0.19], [4.05, -0.79, 1.82], [5.76, -1.51, 2.75], [4.31, -2.28, 3.41], [5.22, -3.89, 1.77], [5.82, -2.62, 0.72], [2.26, -2.16, -2.87], [2.81, -3.56, -3.00], [1.51, -4.23, -3.15], [0.33, -3.62, -2.26], [0.28, -4.30, -1.03], [-0.80, -3.49, -3.09], [1.05, -2.22, -2.07], [2.10, -1.72, -3.91], [2.93, -1.50, -2.34], [3.27, -3.88, -2.09], [3.40, -3.68, -3.94], [-1.29, 3.65, 6.83], [-0.96, 2.30, 7.42], [-0.12, 1.65, 6.36], [-0.73, 2.11, 4.87], [-1.64, 1.14, 4.43], [0.35, 2.43, 4.04], [-1.42, 3.50, 5.43], [-0.57, 4.44, 7.13], [-2.28, 4.04, 7.23], [-1.84, 1.67, 7.56], [-0.34, 2.30, 8.35], [-3.46, -1.36, -2.99], [-3.78, -2.84, -2.94], [-3.27, -3.34, -4.14], [-3.67, -2.31, -5.33], [-4.94, -2.65, -5.82], [-2.55, -2.25, -6.18], [-3.83, -1.01, -4.34], [-2.40, -1.26, -2.70], [-4.05, -0.79, -2.27], [-4.85, -2.93, -2.99], [-3.29, -3.34, -2.12]],
  "mulliken_charge": [0.386, -0.183, -0.172, -0.438, 0.404, 0.239, -0.179, 0.030, 0.415, -0.503, 0.668, -0.221, -0.182, 0.073, -0.485, -0.166, 0.083, -0.257, 1.161, -0.569, -0.587, -0.342, 0.196, 0.359, 0.298, -0.206, -0.500, -0.307, -0.321, 1.118, -0.660, -0.236, -0.314, 0.382, 0.308, 0.327, 0.281, -0.209, -0.340, -0.416, 1.092, -0.576, -0.446, 0.014, 0.243, 0.050, 0.301, 0.293, -0.234, -0.322, -0.355, 1.122, -0.516, -0.502, -0.262, 0.273, 0.260, 0.267, 0.275, 0.476, -0.486, -0.261, 1.087, -0.547, -0.518, -0.334, -0.304, 0.365, 0.362, 0.247]
}

=====

4.
{
  "formula": "C18H23FN4O5",
  "method": "the ωB97M-V functional and the def2-TZVPD basis",
  "total_charge": 0,
  "relative_energy_ev": 0.056,
  "mol_weight_da": 394.4,
  "smiles": "CC(=O)NC[C@H]1CN(c2ccc(N3CCN(C(=O)CO)CC3)c(F)c2)C(=O)O1",
  "max_force_ev_per_a": 0.7,
  "species": ["C", "C", "O", "N", "C", "C", "C", "N", "C", "C", "C", "C", "N", "C", "C", "N", "C", "O", "C", "O", "C", "C", "C", "F", "C", "C", "O", "O", "H", "H", "H", "H", "H", "H", "H", "H", "H", "H", "H", "H", "H", "H", "H", "H", "H", "H", "H", "H", "H", "H", "H"],
  "coordinates": [[-2.63, 2.47, 1.23], [-3.14, 2.05, -0.13], [-2.43, 1.87, -1.09], [-4.49, 1.92, -0.18], [-5.18, 1.40, -1.33], [-5.26, -0.14, -1.31], [-3.89, -0.80, -1.53], [-3.45, -1.02, -0.17], [-2.10, -1.17, 0.15], [-1.61, -0.94, 1.43], [-0.26, -1.00, 1.68], [0.69, -1.29, 0.69], [2.04, -1.31, 1.04], [3.04, -1.90, 0.18], [3.63, -0.88, -0.82], [4.13, 0.26, -0.08], [5.39, 0.74, -0.10], [5.73, 1.70, 0.58], [6.41, 0.08, -1.01], [7.63, 0.75, -0.89], [3.13, 0.87, 0.77], [2.59, -0.18, 1.76], [0.16, -1.59, -0.56], [0.95, -1.95, -1.61], [-1.20, -1.54, -0.84], [-4.49, -0.87, 0.70], [-4.48, -0.98, 1.90], [-5.62, -0.55, 0.01], [-1.54, 2.50, 1.22], [-3.01, 3.47, 1.47], [-2.97, 1.78, 1.99], [-5.01, 1.96, 0.68], [-6.19, 1.82, -1.35], [-4.64, 1.72, -2.23], [-6.03, -0.50, -2.00], [-3.20, -0.14, -2.06], [-3.98, -1.75, -2.07], [-2.29, -0.71, 2.23], [0.08, -0.83, 2.69], [2.63, -2.75, -0.36], [3.85, -2.25, 0.83], [4.43, -1.35, -1.39], [2.85, -0.54, -1.51], [6.07, 0.12, -2.05], [6.55, -0.97, -0.71], [7.47, 1.47, -0.25], [3.60, 1.70, 1.30], [2.31, 1.25, 0.15], [1.83, 0.28, 2.38], [3.40, -0.54, 2.39], [-1.51, -1.77, -1.84]],
  "mulliken_charge": [-1.339, 0.840, -0.618, -0.207, -0.969, 0.336, -1.136, 0.101, 0.394, -0.775, -0.777, 0.225, 0.020, -1.196, -0.557, 0.111, 1.067, -0.749, -0.606, -0.583, -0.983, -0.848, 0.392, -0.400, -0.484, 0.449, -0.613, -0.441, 0.272, 0.417, 0.350, 0.275, 0.437, 0.352, 0.428, 0.472, 0.420, 0.612, 0.601, 0.520, 0.431, 0.514, 0.179, 0.305, 0.301, 0.359, 0.467, 0.311, 0.430, 0.346, 0.544]
}